Entry from the Open Molecules 2025 dataset: C40H39BBrIN9RhS as an isolated structure (ωB97M-V/def2-TZVPD).

The value obtained for the gap between HOMO and LUMO is 6.11 eV. The value obtained for the HOMO energy is -12.966 eV. For the largest force on an atom, the calculation gives 0.0103 Eh/bohr. The net charge is +2.

Each line ends with the Mulliken charge.
Positions of all 93 atoms, in Å:
Rh: 0.14 0.44 0.41  -0.994
C: -4.27 2.98 -1.41  -1.442
C: -3.38 2.39 -0.37  0.957
C: -3.57 2.29 1.00  -1.603
C: -2.44 1.64 1.50  -0.426
N: -1.62 1.39 0.48  1.930
N: -2.19 1.83 -0.67  -0.330
B: -1.51 1.47 -2.02  -1.186
N: -1.37 -0.08 -2.01  0.142
N: -0.83 -0.60 -0.90  1.817
C: -1.07 -1.90 -0.82  -0.717
C: -1.77 -2.27 -1.98  -1.167
C: -1.95 -1.09 -2.69  0.845
C: -2.67 -0.86 -3.98  -1.458
C: -0.66 -2.56 0.41  0.121
C: -0.33 -3.91 0.48  -0.716
C: 0.09 -4.45 1.69  -0.815
C: 0.17 -3.67 2.83  -0.820
C: -0.18 -2.33 2.78  0.395
C: -0.58 -1.77 1.57  1.241
N: -0.08 2.05 -1.97  0.648
N: 0.66 1.86 -0.86  0.937
C: 1.78 2.58 -0.95  -0.143
C: 1.75 3.27 -2.15  -1.222
C: 0.56 2.93 -2.77  0.725
C: 0.00 3.39 -4.07  -1.464
C: 2.72 2.62 0.17  0.182
C: 4.09 2.45 -0.01  -0.517
C: 4.94 2.47 1.08  -0.923
C: 4.44 2.65 2.37  -0.525
C: 3.07 2.85 2.55  -0.890
C: 2.22 2.84 1.46  -0.339
C: -2.10 1.19 2.86  -0.086
C: -0.79 1.32 3.34  0.366
C: -0.46 0.84 4.60  -0.477
C: -1.42 0.23 5.39  -0.603
C: -2.72 0.10 4.92  -0.771
C: -3.06 0.58 3.66  -0.670
H: -5.17 3.38 -0.94  0.406
H: -4.58 2.23 -2.14  0.285
H: -3.77 3.79 -1.94  0.290
H: -4.41 2.66 1.57  0.610
H: -2.13 1.86 -2.96  -0.002
H: -2.11 -3.25 -2.25  0.604
H: -3.04 -1.81 -4.36  0.414
H: -2.01 -0.42 -4.72  0.306
H: -3.52 -0.20 -3.84  0.271
H: -0.39 -4.52 -0.41  0.439
H: 0.35 -5.50 1.73  0.494
H: 0.47 -4.11 3.77  0.501
H: -0.20 -1.73 3.68  0.355
H: -1.11 -0.80 1.62  -0.621
H: 2.49 3.97 -2.51  0.639
H: 0.71 4.04 -4.57  0.410
H: -0.93 3.95 -3.92  0.287
H: -0.22 2.55 -4.73  0.282
H: 4.48 2.30 -1.01  0.593
H: 6.01 2.35 0.94  0.466
H: 5.11 2.68 3.21  0.465
H: 2.68 3.05 3.54  0.549
H: 1.18 3.10 1.57  1.012
H: -0.06 1.87 2.77  0.549
H: 0.55 0.98 4.99  0.432
H: -1.17 -0.13 6.38  0.456
H: -3.48 -0.36 5.53  0.441
H: -4.07 0.47 3.29  0.509
C: 5.54 -2.15 -2.19  -1.039
C: 4.81 -0.82 -2.07  -0.672
C: 3.90 -0.72 -0.90  0.426
N: 2.66 -0.39 -0.95  -0.655
N: 2.07 -0.33 0.30  0.980
C: 2.90 -0.64 1.28  0.256
N: 2.59 -0.61 2.59  -0.013
S: 4.47 -1.06 0.72  -0.268
H: 6.21 -2.14 -3.05  0.434
H: 4.84 -2.98 -2.31  0.069
H: 6.15 -2.35 -1.30  0.417
H: 4.21 -0.61 -2.96  0.346
H: 5.55 -0.01 -1.99  0.278
H: 1.69 -0.30 2.90  -0.338
H: 3.29 -0.80 3.28  0.270
Br: -0.40 -6.19 -2.96  -0.098
C: 1.24 -6.46 -2.05  0.142
C: 1.51 -7.74 -1.58  -0.540
C: 2.69 -7.98 -0.89  -0.565
C: 3.58 -6.95 -0.65  -0.784
C: 3.31 -5.68 -1.12  -0.217
C: 2.14 -5.42 -1.83  0.234
I: 1.80 -3.48 -2.49  0.257
H: 0.81 -8.53 -1.77  0.434
H: 2.90 -8.98 -0.53  0.409
H: 4.50 -7.14 -0.11  0.422
H: 4.01 -4.87 -0.94  0.373